Entry 1:
Computed, not measured: a molecular structure, C10H13BrF8GaO, with the ωB97M-V functional and the def2-TZVPD basis.

ORCA input file:
```
! wB97M-V def2-TZVPD RIJCOSX def2/J DEFGRID3
* xyz -1 1
C 0.633 3.068 0.709
H -0.552 2.432 -0.967
F -1.839 -4.377 -1.271
C -0.801 -4.281 -0.413
H -4.190 -1.474 -0.758
F -2.482 -1.603 -1.772
Br 3.177 4.944 2.627
F -3.342 -0.989 1.575
H 1.279 4.057 -1.066
H -2.519 -3.041 2.054
H -1.108 1.715 0.520
F 0.658 -4.213 -2.252
C -2.400 -3.014 0.972
H 1.299 -3.761 -0.412
H 6.136 0.893 -0.181
H -1.431 3.431 0.190
C 5.556 1.690 0.155
F -1.315 -0.928 0.773
C 1.688 3.340 -0.362
C 4.776 2.575 0.430
F -3.159 0.226 -0.803
H -3.236 -3.588 0.571
F -0.436 -5.548 -0.112
H 0.503 3.987 1.262
F 0.237 -2.312 -1.253
H 1.945 2.435 -0.902
C -2.515 -1.518 0.625
O -1.160 -3.686 0.777
H 0.978 2.294 1.383
C -3.155 -1.121 -0.709
C 0.426 -3.624 -1.054
Ga 3.439 4.110 0.357
H 3.980 5.287 -0.586
C -0.717 2.626 0.081
*
```

Energy relative to the best compared isomer or geometry (same formula, charge and spin) in kJ/mol: 9.04
LUMO in eV: 2.0845
Electronic energy in eV: -156787.614

Entry 2:
Computed, not measured: 17 unconnected molecules or ions with the total composition C58H124Br2N8O32, with the ωB97M-V functional and the def2-TZVPD basis.

ORCA input file:
```
! wB97M-V def2-TZVPD RIJCOSX def2/J DEFGRID3
* xyz 0 1
H 1.049 -2.479 -12.420
H -7.159 -7.010 1.008
H -4.336 7.224 5.322
O -0.075 7.012 1.850
N -5.691 -2.550 4.709
C 4.655 0.673 -6.155
H -4.828 -0.434 -1.520
H -4.118 -0.059 -3.016
C -0.247 4.327 4.998
C -1.263 -4.226 -3.686
O 4.235 -3.009 -2.692
H 1.251 -3.771 -11.364
H 0.157 5.291 4.689
H -3.272 -3.968 1.244
C 1.569 -1.865 -10.266
H -2.086 3.010 -5.935
H -0.467 2.957 -5.778
C -2.920 -4.721 1.949
H -3.998 -1.757 5.403
C -5.350 2.754 1.462
C -0.514 7.986 -2.224
N -4.635 1.709 -2.128
C 7.487 1.791 3.639
H 5.722 2.978 0.520
H 6.977 3.234 5.109
H 2.346 3.900 -0.423
C -1.992 -5.617 1.180
O -4.993 5.421 4.561
H -0.112 -2.975 2.948
H 6.230 -0.112 -1.498
H -0.344 4.312 1.701
C 4.349 -4.793 5.384
C -4.609 6.202 5.580
H -1.171 3.639 0.339
H -1.458 7.452 -2.115
H 3.704 0.303 -1.181
H 5.703 2.060 4.809
H 4.316 -0.071 -6.876
C 2.909 -0.197 -0.628
C 6.150 -3.561 4.286
H 6.607 4.324 -0.961
O -0.307 5.666 0.043
H -1.321 4.382 4.823
O 6.591 0.671 0.298
H -2.604 1.584 -2.779
C 7.435 0.711 1.396
C -7.638 -6.050 1.201
H -4.586 2.991 0.722
H 5.955 3.277 3.652
H -0.572 -2.117 5.318
H -1.706 -1.670 -4.371
H 0.048 4.047 6.010
H -3.748 5.806 6.117
H 4.239 0.725 3.616
C -0.952 4.583 0.838
N 4.472 4.059 -0.674
H 7.849 -0.437 -0.869
C 1.602 -2.181 -7.908
H 2.082 3.728 4.871
O 8.595 0.329 1.540
H 3.520 -0.757 0.079
H 0.248 1.777 2.739
C -0.272 0.345 -0.078
H 7.636 0.870 4.203
H -1.476 -5.257 -3.405
H 5.356 1.345 -6.651
H -5.214 1.687 1.638
C -1.216 -1.798 4.498
O -1.098 -0.615 0.253
H -5.221 -2.045 2.683
H 8.477 -3.482 -1.987
H -2.421 -4.166 2.744
H 1.165 -2.222 -5.342
H -2.613 -1.743 -0.697
H 7.142 -2.930 -0.267
O 2.595 -0.373 3.193
N 6.362 -3.209 -2.110
H -1.588 -0.805 4.747
H -1.072 4.555 -2.503
H -6.065 -5.121 2.085
N -1.511 4.348 -4.487
H 1.035 6.421 -2.004
C 0.780 7.421 -1.651
H 0.672 -1.247 -10.220
H 5.749 4.113 -2.365
O 1.914 -2.225 4.436
H 5.689 -3.772 3.321
C -5.169 3.528 2.719
O 1.770 -2.681 -9.149
C -0.368 2.342 3.456
H -5.409 6.308 6.314
O 0.367 3.502 -3.457
H 1.466 -3.714 -2.281
H 4.011 -2.752 6.830
C -2.399 -0.734 -0.344
H 2.366 -1.124 -10.311
C 1.671 -4.284 -1.375
C 3.055 4.245 -1.175
H -6.854 -4.295 5.227
N -2.209 -3.231 -3.281
H -0.726 8.931 -1.724
C 5.643 4.594 -1.392
O -9.897 -4.453 1.983
O -5.038 4.888 2.318
C 6.191 -3.204 -0.722
H -0.989 -1.774 2.245
H 3.980 -5.032 6.382
C -1.257 3.707 -5.813
C -3.232 2.112 -2.062
H 1.832 -3.702 -4.967
H 2.602 -3.863 -0.996
H 7.440 1.251 -1.478
H -3.157 3.192 -2.186
C 7.611 -3.811 -2.560
H -3.882 -5.149 2.231
H 6.011 -4.228 -0.394
O -4.725 -3.368 6.611
H -7.830 -2.780 4.817
H -2.639 5.846 -3.505
C 4.671 3.299 0.459
C -4.888 0.294 -2.329
H 7.866 -3.619 -3.602
C -4.719 -2.548 5.662
C 1.996 -2.861 -5.641
H -0.248 -4.047 -3.329
C -0.659 4.123 -3.427
O 0.874 0.069 0.635
C -4.674 5.850 3.278
H -8.315 -5.887 0.362
H -5.992 3.255 3.379
H 2.439 1.344 1.055
Br 4.438 3.276 -4.686
H 7.582 -4.897 -2.476
C 1.672 3.605 3.869
H 5.476 5.649 -1.610
C 0.086 6.782 0.695
O -0.925 -4.734 0.829
H 4.563 -0.908 3.622
C 4.801 -2.487 6.110
H 1.747 1.621 -0.430
H -2.494 -6.017 0.299
C -9.411 -5.287 2.724
O -9.869 -5.657 3.866
O 0.717 -4.115 -0.402
H -6.188 -4.873 0.257
H -0.463 8.310 -3.263
O 3.739 3.055 1.253
O -0.562 1.291 -0.746
H 2.946 -2.441 -5.308
C -6.926 -3.368 4.659
O -1.513 2.019 3.556
H 3.008 1.968 -6.595
H -2.486 6.224 -5.130
O 6.851 1.443 2.326
H -2.037 -2.510 4.414
O -0.171 -6.080 -0.789
H -4.187 3.378 3.166
H -11.808 -4.887 3.520
H -1.872 4.940 1.299
C 5.337 -3.290 -2.998
H -1.527 -6.360 1.828
H 6.617 -2.598 4.077
H -1.006 4.433 -6.586
H 1.914 4.538 3.360
C 2.034 0.787 0.210
C -0.154 -5.040 -0.209
O 1.430 -1.009 -7.700
H -6.324 3.063 1.082
N 0.250 3.336 4.063
O 1.916 -3.190 -7.027
C 3.578 1.694 -5.708
C 1.730 -1.285 3.654
H 1.842 -5.310 -1.700
H 3.662 -0.097 4.971
O 0.614 -0.972 3.148
H 5.603 -3.666 -3.998
H 2.787 3.820 -2.142
H -6.566 2.049 -2.232
O -4.270 -3.009 -2.194
H 1.580 8.125 -1.880
C -11.094 -4.990 4.338
H 3.032 5.329 -1.284
H -0.789 -1.748 -2.930
C -5.541 -1.545 3.597
H -5.825 0.125 -2.858
H 2.866 1.145 -5.092
O 5.396 -1.416 5.950
N 5.108 -3.527 5.370
H 3.629 -4.843 4.567
C 7.091 0.336 -1.000
H -3.512 4.913 -4.693
H 2.243 -0.777 -1.266
H -3.170 -0.569 0.409
H -6.539 -1.114 3.513
Br 5.755 0.033 -4.561
H 8.441 2.278 3.439
H 2.245 2.886 3.283
H -2.735 2.044 -1.094
C -6.694 -4.901 1.222
C 1.629 -2.765 -11.543
H 4.973 -5.671 5.219
C -3.411 -3.679 -2.823
H 2.681 -2.987 -11.721
C -2.541 5.356 -4.473
H -2.347 -1.100 -2.776
H 5.551 -2.447 -0.269
O 0.751 7.639 -0.202
H -7.040 -3.693 3.625
C 3.764 -0.217 3.892
C 6.503 2.629 4.335
O -5.389 3.839 -2.188
H -11.521 -5.740 5.003
H -4.867 -0.712 3.792
H -2.612 -0.036 -1.154
H -10.872 -4.092 4.915
C -1.803 -1.881 -3.307
H -1.189 -4.202 -4.773
H -3.507 -4.771 -2.921
H 6.995 -4.200 4.543
C -5.616 2.605 -2.236
H -7.161 -3.953 1.486
O -4.254 6.955 3.016
C -0.414 -1.948 3.155
O -8.342 -6.046 2.458
*
```

LUMO in eV: 0.1205
Electronic energy in eV: -279677.450